DFT (ωB97M-V/def2-TZVPD) results for a molecular structure, C31H45Cl6MnP in a non-equilibrium geometry.

* spin multiplicity: 5
* gap between HOMO and LUMO (alpha / beta): 5.88 / 6.68 eV
* net charge: -1
* largest force on an atom: 3.397 eV/Å

Positions of all 84 atoms, in Å:
Mn (-0.238777, -0.126123, 1.958931)
P (-0.028288, 0.558257, -0.702237)
Cl (0.849012, 1.911195, 1.927294)
C (-1.837905, 0.642287, 1.339812)
H (-2.790012, 0.115517, 1.160810)
H (-2.017600, 1.712916, 1.524340)
C (1.832178, 0.823711, -1.025562)
C (-0.842378, 2.230796, -0.972714)
C (2.356537, 0.900595, -2.468330)
H (2.009507, 1.803639, -0.550289)
C (3.855575, 1.251864, -2.462437)
H (2.224159, -0.070071, -2.971889)
H (1.814735, 1.652891, -3.063145)
C (4.684397, 0.281780, -1.610834)
H (4.230130, 1.273055, -3.492440)
H (3.970615, 2.268772, -2.059506)
C (4.106725, 0.097463, -0.207425)
H (4.716473, -0.691839, -2.116612)
H (5.715419, 0.641863, -1.545355)
C (2.607214, -0.234492, -0.244904)
H (4.646316, -0.691036, 0.328609)
H (4.247044, 1.022090, 0.371644)
H (2.465459, -1.225128, -0.706535)
H (2.235771, -0.299284, 0.786966)
C (-0.666024, -0.516642, -2.114316)
C (-2.340799, 2.080365, -1.234697)
H (-0.704566, 2.674534, 0.024651)
C (-3.031701, 3.441569, -1.129812)
H (-2.509354, 1.653496, -2.232758)
H (-2.788989, 1.391389, -0.513399)
C (-2.409735, 4.457987, -2.083900)
H (-4.099174, 3.321627, -1.334440)
H (-2.944257, 3.809403, -0.097056)
C (-0.886246, 4.546720, -1.944341)
H (-2.655370, 4.170507, -3.115263)
H (-2.849816, 5.443894, -1.913058)
C (-0.193800, 3.177408, -1.989242)
H (-0.465926, 5.183472, -2.729283)
H (-0.641561, 5.021365, -0.983647)
H (-0.285842, 2.754696, -3.002035)
H (0.879603, 3.300341, -1.785719)
C (0.057124, -1.864713, -2.169372)
H (-1.709397, -0.701758, -1.802346)
C (-0.671993, -2.832324, -3.117787)
H (1.094709, -1.730423, -2.513590)
H (0.106009, -2.321744, -1.174131)
C (-0.862763, -2.237636, -4.518253)
H (-0.117493, -3.778232, -3.175653)
H (-1.658074, -3.062811, -2.687690)
C (-1.466663, -0.828983, -4.481490)
H (0.109433, -2.199278, -5.026586)
H (-1.509441, -2.894378, -5.110452)
C (-0.720668, 0.108923, -3.513329)
H (-1.475685, -0.384422, -5.485625)
H (-2.513387, -0.895555, -4.149742)
H (0.298751, 0.282680, -3.889776)
H (-1.228234, 1.081165, -3.503694)
C (0.123130, -2.195148, 1.492059)
C (-1.268277, -1.826822, 1.234937)
H (0.826906, -2.216477, 0.650562)
C (-2.378125, -2.374891, 2.108557)
H (-1.567166, -1.651619, 0.194759)
C (-1.884031, -2.848245, 3.477609)
H (-3.187526, -1.644562, 2.244719)
H (-2.835365, -3.239832, 1.593743)
C (-0.702256, -3.807732, 3.345108)
H (-1.598723, -1.985326, 4.094688)
H (-2.699390, -3.343146, 4.013125)
C (0.466767, -3.249434, 2.517729)
H (-0.345831, -4.098378, 4.339576)
H (-1.056962, -4.736787, 2.868905)
H (1.243153, -2.866009, 3.196203)
H (0.951395, -4.098663, 2.009213)
Cl (2.746359, -0.790352, 3.285295)
C (1.474119, -0.436887, 4.421060)
C (0.193921, -0.133152, 3.973760)
C (-0.790196, 0.224401, 4.898619)
Cl (-2.382242, 0.681582, 4.388640)
C (-0.526536, 0.223293, 6.285881)
Cl (-1.765339, 0.573851, 7.413439)
C (0.771581, -0.132015, 6.725269)
Cl (1.097859, -0.196333, 8.391988)
C (1.792291, -0.450490, 5.795487)
Cl (3.349472, -0.884183, 6.338743)

Cartesian forces (eV/Å) of the 6 atoms listed first:
1.5 -1.4 0.3
0.9 -0.1 -0.7
0.2 0.5 0.3
-3.2 1.0 -0.2
0.1 0.3 -0.1
0.1 -0.2 -0.2